No. 1
Formula: C22H25F3NO6P
Source: OMol25
Level of theory: the ωB97M-V functional and the def2-TZVPD basis

HOMO energy = -8.72 eV
molar mass = 487.411 Da
lowest unoccupied orbital energy = -0.06682 Ha
structure (SMILES) = CCC[C@H](C)[C@H]1OC(=O)[C@@H](C(F)(F)F)[C@H]1[PH2]=N.O=C1C=CC(=O)C=C1.O=C1C=CC(=O)C=C1
total charge = 0
Kohn-Sham gap = 6.90 eV
strongest force on any atom = 0.119 Eh/bohr

Atoms and positions in Å:
C (-0.728, -5.024, 0.862)
C (-0.243, -4.393, -0.467)
C (0.858, -3.337, -0.229)
C (0.247, -1.908, -0.113)
C (0.595, -1.070, -1.346)
C (0.700, -1.304, 1.211)
O (2.015, -0.733, 1.243)
C (2.090, 0.409, 1.963)
O (2.990, 0.743, 2.562)
C (0.698, 1.099, 1.794)
C (0.833, 1.867, 0.466)
F (1.974, 1.675, -0.153)
F (0.795, 3.169, 0.764)
F (-0.123, 1.665, -0.381)
C (-0.134, -0.180, 1.869)
P (-1.957, -0.141, 1.624)
N (-2.433, 0.017, 0.132)
H (-1.814, -5.098, 0.899)
H (-0.420, -4.428, 1.721)
H (-0.335, -6.028, 0.980)
H (0.137, -5.202, -1.081)
H (-1.094, -3.930, -0.957)
H (1.398, -3.629, 0.669)
H (1.506, -3.370, -1.099)
H (-0.836, -2.020, -0.072)
H (0.882, -1.698, -2.182)
H (-0.266, -0.482, -1.645)
H (1.413, -0.385, -1.138)
H (0.731, -2.119, 1.933)
H (0.418, 1.823, 2.546)
H (-0.063, -0.422, 2.942)
H (-2.501, 0.850, 2.484)
H (-2.398, -1.384, 2.142)
H (-3.014, 0.854, 0.099)
C (3.928, -1.246, -2.533)
C (5.003, -0.462, -2.561)
C (5.562, 0.031, -3.844)
O (6.543, 0.744, -3.872)
C (4.876, -0.383, -5.094)
C (3.801, -1.167, -5.065)
C (3.242, -1.659, -3.783)
O (2.260, -2.372, -3.757)
H (3.506, -1.616, -1.606)
H (5.516, -0.149, -1.660)
H (5.299, -0.013, -6.019)
H (3.288, -1.479, -5.965)
C (-3.278, 3.903, 1.908)
C (-3.337, 4.949, 2.728)
C (-4.627, 5.620, 3.029)
O (-4.681, 6.573, 3.775)
C (-5.847, 5.078, 2.380)
C (-5.787, 4.032, 1.559)
C (-4.499, 3.362, 1.260)
O (-4.443, 2.407, 0.513)
H (-2.347, 3.402, 1.673)
H (-2.457, 5.358, 3.210)
H (-6.777, 5.580, 2.611)
H (-6.665, 3.623, 1.076)


No. 2
Formula: C3H10N3
Source: OMol25
Level of theory: the ωB97M-V functional and the def2-TZVPD basis

HOMO energy (alpha / beta) = -4.66 / -8.31 eV
molar mass = 88.134 Da
lowest unoccupied orbital energy (alpha / beta) = 0.03655 / 0.03376 Ha
spin multiplicity = 2
total charge = 0
expectation value of S² = 0.75
Kohn-Sham gap (alpha / beta) = 5.66 / 9.23 eV
strongest force on any atom = 0.014 Eh/bohr

Atoms and positions in Å:
C (-1.461, -0.633, -0.483)
C (-1.868, 0.591, -0.800)
N (-1.476, 1.307, -1.951)
H (-0.772, -1.174, -1.111)
H (-1.831, -1.034, 0.450)
H (-2.665, 1.082, -0.250)
H (-0.560, 1.019, -2.276)
H (-1.438, 2.303, -1.771)
N (1.554, -1.456, 1.708)
C (1.626, -0.651, 0.572)
N (1.618, 0.729, 0.708)
H (1.209, -1.038, 2.557)
H (1.296, -2.415, 1.575)
H (1.733, -1.096, -0.398)
H (1.747, 1.319, -0.087)
H (1.287, 1.147, 1.557)


No. 3
Formula: C3H5NS
Source: OMol25
Level of theory: the ωB97M-V functional and the def2-TZVPD basis

HOMO energy (alpha / beta) = -5.34 / -8.74 eV
molar mass = 87.147 Da
lowest unoccupied orbital energy (alpha / beta) = 0.03493 / -0.07679 Ha
spin multiplicity = 3
total charge = 0
expectation value of S² = 2.01
Kohn-Sham gap (alpha / beta) = 6.29 / 6.65 eV
strongest force on any atom = 0.096 Eh/bohr

Atoms and positions in Å:
C (-0.834, -1.008, 0.286)
C (-0.474, 0.274, 0.213)
C (0.788, 0.893, 0.101)
N (-2.270, -0.933, 0.282)
S (-2.180, 0.771, -0.228)
H (-0.260, -1.856, 0.518)
H (0.857, 1.790, 0.890)
H (1.406, 0.187, 0.505)
H (1.078, 1.227, -0.940)
H (-2.730, -1.494, -0.452)


No. 4
Formula: C32H40N2O3
Source: OMol25
Level of theory: the ωB97M-V functional and the def2-TZVPD basis

HOMO energy = -5.71 eV
molar mass = 500.683 Da
lowest unoccupied orbital energy = -0.05031 Ha
total charge = 0
Kohn-Sham gap = 4.34 eV
strongest force on any atom = 0.040 Eh/bohr

Atoms and positions in Å:
C (0.195, 2.785, -5.873)
C (-0.551, 2.062, -4.782)
O (0.062, 2.430, -3.527)
C (-0.314, 1.696, -2.448)
C (0.184, 2.343, -1.210)
C (1.155, 3.432, -1.434)
C (-0.762, 2.427, -0.126)
C (-0.737, 3.615, 0.819)
O (-1.637, 1.570, 0.102)
O (-0.963, 0.661, -2.559)
H (-0.283, 2.591, -6.834)
H (0.211, 3.867, -5.713)
H (1.228, 2.428, -5.932)
H (-1.605, 2.366, -4.757)
H (-0.488, 0.977, -4.909)
H (1.924, 3.133, -2.154)
H (0.661, 4.341, -1.823)
H (1.643, 3.702, -0.492)
H (0.136, 4.262, 0.716)
H (-1.642, 4.216, 0.641)
H (-0.790, 3.245, 1.851)
C (5.132, 1.749, 3.630)
C (4.086, 1.907, 4.719)
N (2.731, 1.743, 4.227)
C (1.719, 2.194, 5.162)
C (0.365, 2.365, 4.502)
C (-0.035, 1.107, 3.737)
C (1.073, 0.600, 2.869)
C (2.430, 0.928, 3.175)
C (3.470, 0.365, 2.369)
C (3.142, -0.297, 1.207)
C (1.786, -0.600, 0.842)
C (1.520, -1.277, -0.368)
C (0.291, -1.895, -0.759)
C (0.212, -3.175, -1.397)
C (-0.995, -3.783, -1.689)
C (-2.219, -3.087, -1.442)
N (-3.420, -3.594, -1.846)
C (-3.488, -4.757, -2.709)
C (-2.421, -5.778, -2.344)
C (-1.026, -5.152, -2.300)
C (-4.602, -2.753, -1.886)
C (-4.670, -1.832, -0.684)
C (-3.390, -1.008, -0.566)
C (-2.161, -1.802, -0.841)
C (-0.936, -1.234, -0.572)
C (0.787, -0.219, 1.791)
C (4.893, 0.482, 2.820)
H (5.105, 2.615, 2.961)
H (6.120, 1.716, 4.094)
H (4.281, 1.173, 5.524)
H (4.157, 2.905, 5.173)
H (1.632, 1.475, 5.996)
H (2.060, 3.145, 5.590)
H (-0.378, 2.586, 5.271)
H (0.393, 3.218, 3.812)
H (-0.326, 0.317, 4.449)
H (-0.918, 1.307, 3.116)
H (3.944, -0.631, 0.546)
H (2.400, -1.564, -0.945)
H (1.141, -3.696, -1.635)
H (-4.493, -5.190, -2.606)
H (-3.365, -4.455, -3.768)
H (-2.649, -6.208, -1.361)
H (-2.444, -6.589, -3.078)
H (-0.611, -5.105, -3.319)
H (-0.361, -5.812, -1.729)
H (-4.593, -2.139, -2.805)
H (-5.480, -3.411, -1.930)
H (-5.528, -1.164, -0.784)
H (-4.803, -2.413, 0.235)
H (-3.409, -0.152, -1.260)
H (-3.323, -0.568, 0.439)
H (-0.923, -0.202, -0.241)
H (-0.234, -0.576, 1.668)
H (5.552, 0.467, 1.948)
H (5.154, -0.395, 3.435)


No. 5
Formula: C24H58FINO11P2
Source: OMol25
Level of theory: the ωB97M-V functional and the def2-TZVPD basis

HOMO energy = -3.96 eV
molar mass = 744.574 Da
lowest unoccupied orbital energy = 0.06208 Ha
total charge = -1
Kohn-Sham gap = 5.65 eV
strongest force on any atom = 0.028 Eh/bohr

Atoms and positions in Å:
C (-1.427, -4.066, 0.838)
C (-2.854, -3.687, 0.496)
N (-3.806, -3.973, 1.265)
C (-2.983, -2.933, -0.791)
C (-4.235, -2.142, -1.079)
C (-4.063, -1.055, -2.152)
C (-2.820, -0.162, -2.044)
C (-3.098, 1.264, -1.551)
C (-2.810, 1.500, -0.098)
O (-2.706, 2.611, 0.380)
O (-2.658, 0.405, 0.656)
O (-4.683, -1.443, 0.052)
P (-6.367, -1.534, 0.355)
F (-6.484, 0.086, -0.232)
P (-8.630, -1.504, 0.741)
O (-9.164, 0.029, 0.412)
I (-9.740, -2.768, -1.060)
O (-6.542, -2.213, -1.246)
C (-5.457, -2.959, -1.563)
O (-5.607, -4.262, -1.025)
H (-0.703, -3.608, 0.182)
H (-1.304, -5.137, 0.881)
H (-1.236, -3.662, 1.821)
H (-3.459, -4.484, 2.073)
H (-2.105, -2.307, -0.845)
H (-2.862, -3.670, -1.585)
H (-4.071, -1.498, -3.142)
H (-4.938, -0.432, -2.088)
H (-2.038, -0.576, -1.429)
H (-2.403, -0.076, -3.037)
H (-2.427, 1.940, -2.060)
H (-4.109, 1.571, -1.763)
H (-2.534, 0.725, 1.558)
H (-6.288, -2.807, 0.976)
H (-6.135, -0.949, 1.653)
H (-9.208, 0.506, 1.241)
H (-5.407, -3.071, -2.649)
H (-4.957, -4.843, -1.423)
C (0.785, 3.766, -1.948)
C (-0.038, 4.724, -2.791)
C (0.399, 6.166, -2.574)
O (-1.436, 4.610, -2.523)
H (0.655, 3.968, -0.881)
H (0.469, 2.740, -2.126)
H (1.843, 3.850, -2.196)
H (0.083, 4.457, -3.842)
H (0.242, 6.457, -1.533)
H (-0.189, 6.841, -3.197)
H (1.456, 6.301, -2.814)
H (-1.599, 4.844, -1.603)
C (1.250, 0.720, 2.425)
C (1.548, -0.470, 1.524)
C (2.207, -0.035, 0.234)
O (0.342, -1.175, 1.238)
H (0.564, 1.411, 1.928)
H (0.771, 0.391, 3.349)
H (2.163, 1.262, 2.676)
H (2.197, -1.171, 2.048)
H (1.550, 0.632, -0.328)
H (2.405, -0.898, -0.401)
H (3.145, 0.482, 0.428)
H (-0.248, -0.564, 0.778)
C (6.984, -0.066, 2.740)
C (6.357, 0.960, 1.809)
C (6.944, 2.346, 2.030)
O (4.943, 0.989, 1.988)
H (6.791, 0.199, 3.783)
H (6.552, -1.052, 2.566)
H (8.063, -0.128, 2.594)
H (6.518, 0.658, 0.773)
H (6.750, 2.682, 3.053)
H (6.484, 3.068, 1.356)
H (8.023, 2.352, 1.865)
H (4.763, 1.253, 2.896)
C (4.103, 3.681, -4.947)
C (4.007, 2.619, -3.861)
C (5.147, 1.615, -3.966)
O (2.745, 1.956, -3.935)
H (4.031, 3.221, -5.936)
H (3.282, 4.393, -4.857)
H (5.046, 4.226, -4.887)
H (4.033, 3.097, -2.880)
H (5.108, 1.096, -4.927)
H (5.067, 0.864, -3.183)
H (6.117, 2.107, -3.880)
H (2.689, 1.519, -4.791)
C (0.695, -2.803, 5.598)
C (0.986, -4.000, 4.703)
C (1.649, -3.565, 3.405)
O (-0.216, -4.714, 4.431)
H (0.009, -2.115, 5.097)
H (0.219, -3.125, 6.524)
H (1.609, -2.260, 5.845)
H (1.634, -4.701, 5.232)
H (0.990, -2.900, 2.843)
H (1.851, -4.429, 2.771)
H (2.590, -3.045, 3.597)
H (-0.809, -4.120, 3.959)